<P>
{"formula": "C5H13NO2", "method": "ωB97M-V with the def2-TZVPD basis set", "smiles": "C=C/C=C/NC.O.O", "symbols": ["C", "C", "C", "C", "N", "C", "H", "H", "H", "H", "H", "H", "H", "H", "H", "O", "H", "H", "O", "H", "H"], "xyz": [[1.46, 2.25, -1.13], [1.65, 1.04, -0.60], [0.83, 0.52, 0.51], [-0.22, 1.08, 1.09], [-1.00, 0.48, 2.09], [-0.43, -0.54, 2.94], [1.98, 2.58, -2.03], [0.75, 2.89, -0.67], [2.47, 0.36, -0.80], [1.16, -0.40, 0.97], [-0.60, 2.06, 0.82], [-1.42, 1.21, 2.65], [-1.24, -0.98, 3.50], [-0.06, -1.40, 2.36], [0.44, -0.24, 3.52], [-0.91, -0.83, -1.66], [-0.85, -0.56, -0.74], [-0.03, -0.57, -1.97], [-0.95, -3.08, -3.75], [-1.73, -3.66, -3.67], [-1.29, -2.23, -3.41]]}

***

<Q>
{"formula": "C5H13NO2", "method": "ωB97M-V with the def2-TZVPD basis set", "smiles": "C=CCNC=C.O.O", "symbols": ["C", "C", "C", "N", "C", "C", "H", "H", "H", "H", "H", "H", "H", "H", "H", "O", "H", "H", "O", "H", "H"], "xyz": [[0.19, -2.96, 1.86], [0.54, -2.36, 0.73], [-0.02, -1.02, 0.26], [-0.60, -1.04, -1.08], [0.13, -1.59, -2.14], [-0.05, -1.34, -3.43], [0.67, -3.86, 2.21], [-0.73, -2.64, 2.34], [1.48, -2.57, 0.23], [-0.81, -0.73, 0.95], [0.85, -0.36, 0.31], [-0.89, -0.09, -1.31], [0.98, -2.18, -1.80], [-0.79, -0.61, -3.72], [0.65, -1.87, -4.05], [0.30, 2.44, -2.24], [1.01, 3.09, -2.32], [0.68, 1.56, -2.28], [-0.58, 5.50, 5.13], [-0.39, 4.91, 5.87], [-0.83, 4.88, 4.44]]}

***

<R>
{"formula": "C5H13NO2", "method": "ωB97M-V with the def2-TZVPD basis set", "symbols": ["C", "C", "C", "N", "O", "H", "H", "H", "H", "H", "H", "H", "H", "H", "C", "C", "O", "H", "H", "H", "H"], "xyz": [[-1.60, -0.29, -0.71], [-0.93, -1.62, -0.65], [-0.17, 0.84, 1.20], [-1.28, 0.57, -1.65], [-2.73, -0.07, -0.03], [-2.77, -0.63, 0.75], [-1.83, 1.42, -1.66], [-0.12, 0.66, -1.74], [-1.45, -2.30, -1.33], [0.11, -1.51, -0.96], [-0.96, -2.02, 0.36], [-0.55, -0.07, 1.67], [0.49, 1.26, 1.95], [-0.90, 1.61, 0.97], [2.40, -0.11, 0.65], [1.47, 0.84, -0.08], [1.24, 0.57, -1.32], [1.64, 1.90, 0.15], [2.54, 0.17, 1.69], [2.02, -1.13, 0.61], [3.37, -0.09, 0.15]]}

***

Which of them is the most stable, and which is the least stable? <P> and <R>, in that order.

***

<P>
{"formula": "C5H13NO2", "method": "ωB97M-V with the def2-TZVPD basis set", "symbols": ["C", "C", "C", "C", "C", "N", "O", "O", "H", "H", "H", "H", "H", "H", "H", "H", "H", "H", "H", "H", "H"], "xyz": [[-0.72, 0.09, 0.22], [1.82, 0.69, -0.40], [1.46, -1.48, -1.15], [-1.31, 1.48, 0.42], [-1.69, -0.82, -0.51], [-0.17, -0.39, 1.46], [2.16, -0.63, -0.39], [2.23, 1.35, 0.72], [1.75, 0.91, 1.45], [0.11, -1.36, 1.39], [-0.79, -0.26, 2.25], [2.08, 1.22, -1.32], [0.47, 0.51, -0.38], [1.10, -1.14, -2.11], [1.74, -2.51, -1.00], [-2.19, 1.43, 1.08], [-2.68, -0.79, -0.04], [-0.59, 2.16, 0.88], [-1.63, 1.91, -0.52], [-1.34, -1.85, -0.51], [-1.81, -0.51, -1.55]]}

***

<Q>
{"formula": "C5H13NO2", "method": "ωB97M-V with the def2-TZVPD basis set", "symbols": ["C", "C", "C", "N", "H", "H", "H", "H", "H", "H", "H", "H", "H", "H", "O", "C", "O", "C", "H", "H", "H"], "xyz": [[1.79, 0.57, 1.04], [0.93, 1.45, 0.10], [1.35, 2.90, 0.24], [1.85, -0.85, 0.78], [2.77, 1.02, 1.04], [1.29, 0.67, 2.02], [-0.12, 1.34, 0.23], [1.11, 1.08, -0.97], [1.27, 3.18, 1.31], [2.36, 3.06, -0.02], [0.71, 3.55, -0.40], [0.53, -0.98, 0.48], [2.42, -1.03, -0.05], [2.21, -1.38, 1.57], [-2.63, -2.02, -0.30], [-1.69, -1.24, -0.54], [-0.55, -1.29, 0.14], [-1.81, -0.10, -1.50], [-0.78, 0.23, -1.78], [-2.25, -0.61, -2.40], [-2.43, 0.74, -1.23]]}

***

Which of them is the most stable, and which is the least stable? <Q> and <P>, in that order.

***

<P>
{"formula": "C5H13NO2", "method": "ωB97M-V with the def2-TZVPD basis set", "symbols": ["C", "C", "C", "C", "C", "N", "O", "O", "H", "H", "H", "H", "H", "H", "H", "H", "H", "H", "H", "H", "H"], "xyz": [[-0.35, 0.36, 0.38], [-0.35, -0.23, -0.93], [1.48, 0.24, -1.06], [-0.43, 1.87, 0.49], [0.21, -0.34, 1.59], [-0.42, -1.62, -1.13], [-2.22, -0.01, 0.48], [2.24, -0.82, -0.62], [-2.43, -0.89, 0.80], [1.79, -1.64, -0.91], [-0.84, 0.35, -1.71], [-0.46, -2.16, -0.28], [-1.22, -1.87, -1.70], [1.52, 0.37, -2.15], [1.85, 1.17, -0.62], [-0.63, 2.35, -0.47], [-0.43, -0.12, 2.45], [-1.26, 2.10, 1.16], [0.49, 2.29, 0.90], [0.24, -1.42, 1.49], [1.22, 0.02, 1.83]]}

***

<Q>
{"formula": "C5H13NO2", "method": "ωB97M-V with the def2-TZVPD basis set", "symbols": ["C", "C", "C", "C", "N", "H", "H", "H", "H", "H", "H", "H", "H", "H", "H", "H", "C", "O", "O", "H", "H"], "xyz": [[0.74, 0.41, 0.03], [-0.35, -1.21, 1.49], [1.37, -0.21, -1.19], [0.85, 1.92, 0.15], [-0.65, -2.23, 0.73], [1.27, 0.02, 0.90], [-1.28, -1.97, -0.08], [0.05, -2.94, 0.57], [0.47, -1.30, 2.18], [-1.10, -0.45, 1.68], [1.14, -1.28, -1.25], [0.45, 2.44, -0.73], [0.30, 2.29, 1.02], [1.00, 0.24, -2.11], [2.47, -0.11, -1.19], [1.90, 2.24, 0.26], [-1.25, 0.35, -0.68], [-2.02, 0.99, 0.32], [-1.64, -0.77, -1.09], [-2.84, 0.48, 0.37], [-0.90, 1.10, -1.40]]}

***

<R>
{"formula": "C5H13NO2", "method": "ωB97M-V with the def2-TZVPD basis set", "smiles": "CC(C)(O)[C@H](O)CN", "symbols": ["C", "C", "C", "O", "C", "O", "C", "N", "H", "H", "H", "H", "H", "H", "H", "H", "H", "H", "H", "H", "H"], "xyz": [[-1.13, 1.42, 0.43], [-0.89, -0.02, 0.00], [-1.64, -0.96, 0.95], [-1.33, -0.25, -1.33], [0.71, -0.51, -0.02], [1.26, -0.55, 1.26], [1.38, 0.55, -0.85], [2.80, 0.00, -1.15], [-0.56, 1.64, 1.33], [-2.19, 1.61, 0.61], [-0.82, 2.11, -0.36], [-2.72, -0.79, 0.88], [-1.35, -0.79, 1.99], [-1.44, -2.00, 0.70], [-2.25, 0.04, -1.41], [0.71, -1.49, -0.53], [0.90, -1.30, 1.73], [1.52, 1.47, -0.29], [0.89, 0.68, -1.81], [2.79, -0.76, -1.81], [3.36, -0.10, -0.31]]}

***

Which of them is the most stable, and which is the least stable? <R> and <Q>, in that order.

***

<P>
{"formula": "C5H13NO2", "method": "ωB97M-V with the def2-TZVPD basis set", "smiles": "C=C(N)/C=C/C.O.O", "symbols": ["C", "C", "N", "C", "C", "C", "H", "H", "H", "H", "H", "H", "H", "H", "H", "O", "H", "H", "O", "H", "H"], "xyz": [[-2.37, 1.56, 1.02], [-1.30, 1.28, 0.28], [-1.28, 1.44, -1.11], [0.00, 0.92, 0.89], [0.49, -0.31, 1.06], [1.90, -0.42, 1.57], [-3.39, 1.87, 0.82], [-2.38, 1.52, 2.11], [-0.32, 1.40, -1.42], [-1.98, 1.87, -1.66], [0.30, 1.77, 1.51], [-0.15, -1.18, 0.96], [2.01, -0.42, 2.66], [2.52, 0.42, 1.27], [2.32, -1.38, 1.26], [-0.29, -3.40, -0.06], [-0.29, -4.04, -0.81], [0.62, -3.59, 0.22], [1.96, 0.14, -2.61], [2.71, -0.08, -3.17], [1.11, 0.14, -3.06]]}

***

<Q>
{"formula": "C5H13NO2", "method": "ωB97M-V with the def2-TZVPD basis set", "symbols": ["N", "C", "C", "C", "C", "C", "H", "H", "H", "H", "H", "H", "H", "H", "H", "H", "H", "O", "H", "H", "O"], "xyz": [[-1.61, 0.23, 0.13], [-0.24, 0.14, 0.09], [0.41, -1.04, -0.49], [2.48, 2.53, 1.35], [1.90, 1.23, 0.82], [0.55, 1.12, 0.72], [-2.00, 0.28, -0.84], [-1.88, -0.77, 0.20], [1.46, -1.15, -0.22], [0.23, -1.10, -1.57], [3.51, 2.61, 1.00], [1.88, 3.35, 0.96], [2.45, 2.51, 2.44], [2.54, 0.37, 0.66], [0.02, 1.97, 1.16], [-2.07, -2.10, -1.27], [-2.67, -1.52, -2.85], [-2.58, -1.15, -1.98], [-2.46, -2.66, 0.29], [-0.10, -1.98, -0.23], [-1.83, -2.86, -0.40]]}

***

Which of them is the most stable, and which is the least stable? <P> and <Q>, in that order.

***

<P>
{"formula": "C5H13NO2", "method": "ωB97M-V with the def2-TZVPD basis set", "symbols": ["C", "N", "C", "C", "C", "C", "H", "H", "H", "H", "H", "H", "H", "H", "H", "H", "H", "O", "H", "H", "O"], "xyz": [[-0.62, -0.09, -1.55], [0.44, -2.04, 0.27], [-0.11, -0.88, 0.67], [0.01, 0.30, -0.19], [-1.94, -2.08, 1.83], [-1.21, -0.99, 1.61], [-1.35, -0.89, -1.51], [0.21, -0.52, -2.12], [-1.00, 0.72, -2.14], [-0.02, -2.79, 0.78], [1.43, -2.16, 0.36], [-0.50, 1.15, 0.26], [-2.67, -1.93, 2.60], [-2.04, -2.93, 1.18], [-1.63, -0.11, 2.07], [1.09, 0.49, -0.31], [1.46, 2.37, -0.86], [0.27, 2.91, -0.85], [0.10, 3.84, -0.63], [3.10, 2.26, -1.27], [2.38, 1.71, -0.95]]}

***

<Q>
{"formula": "C5H13NO2", "method": "ωB97M-V with the def2-TZVPD basis set", "smiles": "CN[C@H](CO)CCO", "symbols": ["C", "N", "C", "C", "O", "C", "C", "O", "H", "H", "H", "H", "H", "H", "H", "H", "H", "H", "H", "H", "H"], "xyz": [[-0.26, 1.43, -2.06], [-1.16, 0.80, -1.09], [-0.57, -0.24, -0.18], [-1.72, -1.18, 0.32], [-1.40, -2.49, 0.06], [0.45, 0.27, 0.99], [1.81, 0.42, 0.49], [2.67, 0.86, 1.55], [0.11, 0.58, -2.86], [-0.81, 1.86, -2.86], [0.50, 2.07, -1.55], [-1.50, 1.63, -0.53], [0.15, -0.89, -0.77], [-1.59, -1.18, 1.41], [-2.67, -0.73, 0.01], [-1.63, -2.97, -0.78], [0.28, 1.17, 1.59], [0.33, -0.67, 1.71], [2.33, -0.49, 0.40], [1.86, 1.16, -0.36], [2.34, 1.66, 1.93]]}

***

<R>
{"formula": "C5H13NO2", "method": "ωB97M-V with the def2-TZVPD basis set", "symbols": ["C", "C", "C", "C", "C", "N", "O", "O", "H", "H", "H", "H", "H", "H", "H", "H", "H", "H", "H", "H", "H"], "xyz": [[-1.45, -0.84, -0.27], [0.12, 0.11, 0.45], [0.85, -0.82, -0.33], [-2.58, 0.15, -0.11], [0.21, 1.56, 0.10], [3.32, 0.30, -0.30], [2.40, -0.39, 0.53], [-1.62, -2.01, 0.48], [-1.78, -1.77, 1.40], [-1.36, -1.16, -1.31], [0.04, -0.12, 1.51], [3.93, 0.86, 0.29], [3.94, -0.39, -0.73], [0.84, -1.87, -0.06], [1.01, -0.57, -1.38], [-2.61, 0.55, 0.91], [-3.54, -0.34, -0.32], [-2.47, 0.98, -0.80], [-0.42, 2.18, 0.74], [-0.09, 1.73, -0.94], [1.27, 1.84, 0.15]]}

***

<S>
{"formula": "C5H13NO2", "method": "ωB97M-V with the def2-TZVPD basis set", "smiles": "CCC(=O)N(C)C.O", "symbols": ["C", "C", "C", "O", "N", "C", "C", "H", "H", "H", "H", "H", "H", "H", "H", "H", "H", "H", "O", "H", "H"], "xyz": [[-0.36, 1.30, 1.76], [0.63, 0.52, 0.87], [0.19, -0.88, 0.40], [-0.85, -1.36, 0.86], [0.94, -1.54, -0.52], [2.08, -0.93, -1.29], [0.56, -2.92, -0.94], [-1.42, 1.07, 1.55], [-0.15, 2.33, 1.43], [-0.19, 1.24, 2.84], [0.77, 1.17, -0.02], [1.60, 0.44, 1.39], [2.92, -1.63, -1.18], [2.39, 0.06, -0.90], [1.84, -0.82, -2.36], [-0.46, -3.20, -0.64], [1.27, -3.58, -0.41], [0.68, -3.08, -2.02], [-4.28, 4.27, -0.09], [-3.49, 4.20, -0.66], [-4.64, 3.35, -0.05]]}

***

Which of them is the most stable, and which is the least stable? <S> and <R>, in that order.